Record 1
Entry from OMol25: a structure of composition C36H78AlF9N9O11S in a non-equilibrium geometry (ωB97M-V/def2-TZVPD).

The total charge is -1. The HOMO-LUMO gap comes out at 0.2519 Ha.

Geometry as XYZ:
```
145
Properties=species:S:1:pos:R:3:mulliken_charge:R:1
C -3.3635 -3.6847 -3.1880 -1.334
C -3.0811 -4.3813 -1.9666 0.615
O -3.6316 -5.3512 -1.7357 -0.568
O -2.2393 -3.8178 -1.2748 0.446
C -1.5550 -4.6148 -0.2159 -1.461
Al 0.3855 -4.0191 0.0675 -0.747
C 1.3066 -3.8310 -1.7216 -1.292
C 0.2585 -3.9113 -2.8189 0.545
C -0.0383 -2.5976 -3.3725 -1.765
C -0.3407 -1.7417 -2.2117 -0.620
C -1.0253 -0.5127 -2.4253 0.876
F -0.3902 0.3687 -3.0598 -0.377
F -2.0968 -0.7331 -3.1478 -0.334
C -1.5700 0.0380 -1.1303 0.404
F -2.4214 -0.7159 -0.6788 -0.192
F -2.1554 1.1228 -1.3265 -0.272
S -0.2138 0.2947 0.2024 1.582
F -0.3438 1.8147 0.0550 -0.457
F -1.2957 0.3683 1.2802 -0.324
F -0.0819 -1.1458 0.4534 0.080
F 0.9078 0.3170 -0.7860 -0.418
F 0.7895 0.5597 1.2957 -0.449
H -2.4752 -3.3352 -3.6290 -0.144
H -3.9659 -2.8626 -2.9387 0.358
H -3.9011 -4.3110 -3.8251 0.479
H -1.5488 -5.6377 -0.4474 0.667
H -2.0736 -4.4629 0.6774 0.717
H 0.4506 -2.6795 1.0104 0.241
H 1.0904 -5.2312 0.9016 -0.641
H 2.0387 -4.5741 -1.8544 0.792
H 1.8146 -2.8970 -1.7929 0.567
H 0.6475 -4.4840 -3.6065 0.556
H -0.6252 -4.3979 -2.5276 -0.527
H -0.8020 -2.6864 -4.0997 0.722
H 0.8074 -2.2289 -3.8794 0.239
H -0.9115 -2.3036 -1.5262 0.203
H 0.5716 -1.5622 -1.7472 0.705
C -5.4184 -3.8321 0.0188 -1.078
C -6.0059 -3.5054 1.3706 0.587
O -5.4842 -3.8235 2.4282 -0.698
N -7.1887 -2.8202 1.3615 -0.092
C -7.9563 -2.3641 0.2070 -0.854
H -4.5026 -4.3864 0.1168 0.245
H -6.1241 -4.4432 -0.5439 0.473
H -5.2179 -2.9056 -0.5246 0.292
H -7.5510 -2.6272 2.2794 0.301
H -8.0792 -1.2810 0.2285 0.269
H -8.9499 -2.8149 0.2183 0.286
H -7.4578 -2.6421 -0.7137 0.329
C 3.9456 -4.6859 1.9641 -1.115
C 4.1444 -6.1259 1.5445 0.765
O 3.9849 -6.5164 0.4071 -0.631
N 4.5322 -7.0030 2.5251 -0.166
C 4.7727 -6.7299 3.9285 -0.819
H 3.6369 -4.1036 1.1055 0.031
H 3.1688 -4.6100 2.7231 0.356
H 4.8877 -4.2806 2.3425 0.516
H 4.6521 -7.9451 2.1939 0.229
H 5.8024 -6.9854 4.1916 0.272
H 4.1038 -7.3304 4.5491 0.269
H 4.6052 -5.6834 4.1481 0.318
C -5.4970 1.3964 5.0486 -1.366
C -5.7799 0.1426 4.2509 0.940
O -6.4874 -0.7549 4.6861 -0.655
N -5.2096 0.0487 3.0246 0.055
C -4.3423 1.0056 2.3531 -0.657
H -6.0159 1.3219 5.9965 0.308
H -4.4286 1.4984 5.2398 0.342
H -5.8557 2.2794 4.5196 0.347
H -5.4295 -0.8076 2.5431 0.025
H -4.7983 1.3095 1.4094 0.261
H -3.3939 0.5292 2.1389 0.096
H -4.1722 1.8814 2.9661 0.378
C -0.2114 -0.8398 3.9808 -0.849
C -0.6817 -0.8293 5.4141 0.410
O -0.6816 0.1890 6.0968 -0.715
N -1.1114 -2.0088 5.9182 -0.115
C -1.1792 -3.3078 5.2483 -0.623
H 0.1039 0.1590 3.7105 0.284
H 0.6358 -1.5145 3.8598 0.426
H -1.0194 -1.1443 3.3182 0.239
H -1.4152 -1.9481 6.8760 0.229
H -2.2030 -3.6668 5.2371 0.287
H -0.5694 -4.0358 5.7811 0.273
H -0.8276 -3.2432 4.2275 0.152
C 2.1066 6.2759 2.7487 -1.580
C 2.8854 6.0561 1.4724 0.977
O 3.5181 6.9636 0.9435 -0.647
N 2.8438 4.8218 0.9275 0.016
C 2.1233 3.6503 1.4143 -1.030
H 2.2332 7.3079 3.0532 0.328
H 1.0458 6.0838 2.5907 0.369
H 2.4757 5.6270 3.5423 0.389
H 3.3777 4.7306 0.0766 0.194
H 2.8361 2.8459 1.5935 0.294
H 1.4198 3.3186 0.6557 0.238
H 1.5881 3.8646 2.3301 0.393
C 4.5001 6.4093 -4.4701 -1.362
C 4.9161 6.3099 -3.0183 0.885
O 6.0237 5.9123 -2.6843 -0.661
N 4.0171 6.6822 -2.0791 0.164
C 2.6623 7.1774 -2.2570 -0.822
H 5.3273 6.0777 -5.0863 0.316
H 3.6376 5.7733 -4.6686 0.361
H 4.2562 7.4387 -4.7320 0.358
H 4.3550 6.5961 -1.1292 -0.052
H 2.5805 8.1663 -1.8116 0.247
H 1.9722 6.5075 -1.7390 0.039
H 2.3901 7.2360 -3.3031 0.490
C 7.2801 6.7394 -0.0718 -0.927
C 8.6184 7.1470 0.5001 0.408
O 9.6506 7.1185 -0.1466 -0.672
N 8.6351 7.5607 1.8023 -0.144
C 7.5151 7.6624 2.7214 -0.530
H 7.4029 6.4357 -1.0955 0.388
H 6.8685 5.9011 0.4930 0.326
H 6.5822 7.5779 -0.0365 0.335
H 9.5502 7.8188 2.1321 0.229
H 7.4059 8.6923 3.0672 0.270
H 7.6862 7.0267 3.5928 0.274
H 6.5943 7.3569 2.2395 0.073
C -0.7165 -7.4183 -5.7807 -1.650
C -1.5668 -6.9650 -4.6127 0.923
O -1.7292 -5.7904 -4.3480 -0.497
N -2.1498 -7.9282 -3.8478 -0.049
C -2.0710 -9.3689 -3.9981 -0.983
H -0.3267 -6.5388 -6.2785 0.310
H 0.1203 -8.0255 -5.4356 0.394
H -1.3112 -7.9920 -6.4927 0.442
H -2.6957 -7.5572 -3.0841 0.167
H -3.0700 -9.7855 -4.1416 0.298
H -1.6416 -9.8146 -3.0995 0.298
H -1.4554 -9.6345 -4.8487 0.366
C -2.5280 7.9486 -2.3699 -1.394
C -1.1283 7.4886 -2.7143 0.915
O -0.2733 8.2643 -3.1101 -0.627
N -0.8556 6.1660 -2.5659 -0.045
C -1.7385 5.1011 -2.1100 -0.906
H -2.5868 9.0168 -2.5391 0.317
H -3.2639 7.4515 -3.0015 0.362
H -2.7547 7.7455 -1.3233 0.352
H 0.0896 5.9222 -2.8126 0.141
H -1.3250 4.6294 -1.2175 0.261
H -1.8341 4.3386 -2.8832 0.309
H -2.7217 5.4898 -1.8774 0.333
```

---

Record 2
Entry from OMol25: a cluster of 6 separate species, C36H80F3N7O5 in total in a non-equilibrium geometry (ωB97M-V/def2-TZVPD).

Its SMILES is CCCCCCCCCCC[C@](C#N)(CC#N)C(F)(F)F.COC[C@@H](C)N.COC[C@@H](C)N.COC[C@@H](C)N.COC[C@@H](C)N.COC[C@@H](C)N. The HOMO-LUMO gap comes out at 0.3560 Ha.

Geometry as XYZ:
```
131
Properties=species:S:1:pos:R:3:mulliken_charge:R:1
C 2.7975 -6.1272 -0.8772 -1.120
C 1.6374 -5.2493 -1.5002 -0.205
C 0.7289 -4.7638 -0.3294 -0.994
C -0.0879 -3.4724 -0.6526 0.093
C -1.4932 -3.7493 -1.2656 -0.912
C -2.6659 -3.2971 -0.3515 -0.723
C -4.0230 -4.0275 -0.6763 -0.659
C -5.1084 -3.0976 -1.3101 -0.688
C -6.1663 -2.5516 -0.3138 -0.841
C -7.0197 -3.6316 0.4048 -0.692
C -8.1560 -4.2476 -0.4719 -1.212
C -8.0541 -5.8049 -0.5886 1.167
C -7.9454 -6.4552 0.7670 -0.446
N -7.9820 -6.9200 1.7782 -0.493
C -6.8564 -6.2129 -1.5025 -0.160
C -7.0444 -5.6850 -2.8966 0.150
N -7.2175 -5.0325 -3.7901 -0.532
C -9.3666 -6.3823 -1.2440 0.700
F -9.9735 -5.5109 -2.0248 -0.244
F -9.1422 -7.5198 -1.9046 -0.286
F -10.2278 -6.7131 -0.2633 -0.284
H 2.8750 -7.1131 -1.3732 0.325
H 3.7802 -5.6247 -0.9232 0.273
H 2.5994 -6.3213 0.1948 0.329
H 2.1068 -4.4241 -2.0604 0.303
H 1.0837 -5.9401 -2.1641 0.233
H 1.4102 -4.5138 0.5090 0.507
H 0.0702 -5.6052 -0.0372 0.216
H 0.5282 -2.7999 -1.2749 -0.085
H -0.2188 -2.9423 0.3152 0.342
H -1.6192 -4.8130 -1.5425 0.534
H -1.5871 -3.1529 -2.1985 0.160
H -2.4481 -3.5220 0.7121 0.382
H -2.8641 -2.2129 -0.4621 0.239
H -4.3927 -4.5648 0.2202 0.399
H -3.8217 -4.8279 -1.4228 0.400
H -5.5474 -3.5779 -2.2062 0.227
H -4.5658 -2.2108 -1.7034 0.447
H -6.8221 -1.8379 -0.8460 0.375
H -5.6304 -1.9819 0.4720 0.361
H -7.5255 -3.1181 1.2463 0.301
H -6.3661 -4.3902 0.8703 0.421
H -9.1196 -4.0743 0.0499 0.475
H -8.2687 -3.7823 -1.4644 0.591
H -6.6853 -7.3020 -1.5405 0.581
H -5.9418 -5.7784 -1.0612 0.060
C -0.1416 0.6154 -2.0983 -0.780
O 0.6043 -0.2763 -1.2873 -0.117
C 1.9572 0.0948 -1.0850 -0.918
C 2.1637 1.1656 -0.0014 0.317
C 1.7843 2.5734 -0.4499 -1.426
N 1.4249 0.8386 1.2232 -0.531
H 0.4691 1.0560 -2.8913 0.346
H -0.5959 1.3998 -1.4893 0.195
H -0.9527 0.0485 -2.5588 0.236
H 2.4653 -0.8181 -0.7573 0.375
H 2.4241 0.3871 -2.0347 0.429
H 3.2318 1.1812 0.2390 0.421
H 0.7058 2.7351 -0.4561 0.210
H 2.2095 3.3129 0.2311 0.379
H 2.1693 2.7844 -1.4505 0.339
H 1.7583 -0.0544 1.5794 0.266
H 0.4622 0.6454 0.9510 0.201
C 4.2069 4.5833 -4.1096 -0.787
O 4.2022 3.6388 -3.0534 -0.236
C 5.2819 2.7189 -3.0733 -0.666
C 6.6014 3.2648 -2.5002 0.505
C 7.3298 4.2218 -3.4395 -1.424
N 6.3965 3.9310 -1.2089 -0.755
H 4.5956 4.1568 -5.0385 0.348
H 4.7808 5.4691 -3.8300 0.261
H 3.1767 4.9012 -4.2779 0.235
H 4.9631 1.8823 -2.4429 0.263
H 5.4213 2.3126 -4.0835 0.427
H 7.2613 2.4065 -2.3387 0.411
H 6.8825 5.2161 -3.4530 0.199
H 8.3654 4.3471 -3.1227 0.297
H 7.3413 3.8369 -4.4621 0.319
H 6.0107 3.2593 -0.5494 0.267
H 5.6456 4.6077 -1.3313 0.330
C -4.0831 2.6674 2.7347 -0.430
O -2.9487 2.0181 2.1924 -0.345
C -1.7013 2.5632 2.5951 -0.043
C -1.2269 2.1071 3.9843 0.341
C -1.9601 2.7865 5.1380 -1.151
N -1.3373 0.6533 4.1426 -0.662
H -3.9269 3.7441 2.8470 0.323
H -4.3571 2.2229 3.6933 -0.060
H -4.9194 2.5094 2.0515 0.286
H -0.9750 2.2066 1.8603 -0.296
H -1.7149 3.6579 2.5134 0.442
H -0.1705 2.3786 4.0686 0.386
H -2.9562 2.3723 5.3018 -0.050
H -1.4050 2.6509 6.0676 0.388
H -2.0596 3.8605 4.9640 0.364
H -0.7584 0.2022 3.4381 0.258
H -2.2858 0.3909 3.8804 0.280
C 10.5172 6.0573 -5.5990 -0.768
O 10.5061 5.1111 -4.5451 -0.232
C 11.5780 4.1830 -4.5692 -0.749
C 12.9029 4.7169 -3.9968 0.325
C 13.6372 5.6702 -4.9351 -1.384
N 12.7071 5.3815 -2.7039 -0.730
H 10.9011 5.6295 -6.5295 0.341
H 11.0986 6.9381 -5.3186 0.246
H 9.4892 6.3839 -5.7653 0.250
H 11.2538 3.3478 -3.9409 0.337
H 11.7126 3.7782 -5.5808 0.413
H 13.5560 3.8528 -3.8388 0.399
H 13.1976 6.6676 -4.9442 0.292
H 14.6746 5.7852 -4.6173 0.350
H 13.6437 5.2886 -5.9589 0.337
H 12.3173 4.7116 -2.0452 0.274
H 11.9616 6.0647 -2.8226 0.322
C -8.0877 -0.4013 6.3775 -0.668
O -7.0165 0.0256 5.5545 -0.405
C -6.1847 1.0209 6.1274 0.011
C -5.1338 0.4856 7.1178 0.475
C -5.7123 0.1075 8.4782 -1.561
N -4.4098 -0.6684 6.5747 -0.661
H -8.4871 0.4155 6.9854 0.306
H -7.7754 -1.2304 7.0156 0.247
H -8.8824 -0.7697 5.7270 0.259
H -5.6531 1.4753 5.2865 -0.348
H -6.7914 1.8169 6.5789 0.438
H -4.4110 1.2907 7.2864 0.337
H -6.2340 -0.8493 8.4584 0.303
H -4.9120 0.0157 9.2140 0.377
H -6.4076 0.8703 8.8369 0.342
H -3.9306 -0.3870 5.7223 0.193
H -5.1049 -1.3388 6.2518 0.349
```

---

Record 3
Entry from OMol25: a cluster of 7 separate species, C36H81F5O10P in total in a non-equilibrium geometry (ωB97M-V/def2-TZVPD).

The total charge is -1. The HOMO-LUMO gap comes out at 0.2129 Ha.

Geometry as XYZ:
```
133
Properties=species:S:1:pos:R:3:mulliken_charge:R:1
C -2.9428 -1.7582 5.7142 -0.948
C -1.9855 -0.8473 5.3964 -0.073
C -0.5075 -1.0681 5.3309 -0.837
P 0.1300 -2.1103 3.8095 2.202
C -1.3746 -1.8268 2.6995 -1.676
C -1.1779 -2.1537 1.2090 0.189
C -1.4512 -3.6155 0.8440 -0.763
C -0.9172 -3.8429 -0.5806 0.689
F 0.4118 -3.9397 -0.5216 -0.335
F -1.1768 -2.7289 -1.3080 -0.346
C -1.5343 -5.0736 -1.3155 0.668
F -0.6125 -6.0072 -1.5071 -0.284
F -2.5482 -5.6058 -0.6921 -0.272
F -1.9383 -4.7042 -2.5290 -0.288
C -0.4523 -3.8295 4.4963 -0.869
O 0.3734 -4.3126 5.5605 -0.336
C -0.2243 -4.2845 6.8224 -0.067
C 0.7106 -3.7498 7.8921 -0.450
C 2.0185 -4.5574 7.9934 -1.264
O 1.0345 -3.0377 2.6259 -0.570
C 2.3013 -2.4809 2.4254 -0.642
C 2.1659 -0.9261 2.7546 0.562
C 2.6939 -0.1808 1.5191 -1.054
C 4.1991 0.1595 1.6950 -1.423
C 5.1223 -0.9393 1.1494 0.115
O 5.9708 -1.4549 2.1791 -0.493
C 6.4763 -2.7029 1.7719 -0.616
O 0.8621 -0.6173 3.1743 -0.751
H -3.0131 -2.3006 6.6516 0.393
H -3.7054 -1.9713 4.9657 0.207
H -2.3270 0.1602 5.1472 0.373
H -0.1825 -1.5261 6.2727 0.112
H -0.0153 -0.0985 5.2700 0.393
H 1.3101 -2.3111 4.6500 0.056
H -2.2582 -2.3375 3.0877 0.089
H -1.6275 -0.7671 2.6995 0.305
H -1.9484 -1.5632 0.6988 0.666
H -0.2296 -1.7829 0.8309 -0.381
H -2.5175 -3.8181 0.8967 0.433
H -0.8575 -4.2777 1.4740 0.259
H -0.2986 -4.5210 3.6666 0.180
H -1.5262 -3.8658 4.7234 0.429
H -0.5132 -5.3020 7.1495 0.424
H -1.1486 -3.7016 6.8387 -0.073
H 1.0186 -2.7223 7.6841 0.207
H 0.1932 -3.7026 8.8542 0.413
H 2.5619 -4.4319 7.0592 0.274
H 1.7925 -5.5979 8.2225 0.310
H 2.6215 -4.0891 8.7735 0.394
H 2.4983 -2.7027 1.3715 0.288
H 3.1167 -2.8536 3.0639 -0.051
H 2.7795 -0.7410 3.6430 0.238
H 2.1637 0.7630 1.3651 0.535
H 2.5938 -0.7464 0.5912 0.298
H 4.3601 1.1029 1.1711 0.367
H 4.4560 0.2831 2.7464 0.481
H 4.4895 -1.7301 0.7353 0.221
H 5.7653 -0.5261 0.3656 0.393
H 5.6323 -3.3967 1.6682 0.238
H 7.0255 -2.6377 0.8231 0.196
H 7.1443 -3.1096 2.5287 0.301
C -4.3882 0.7790 -0.6788 -1.043
C -4.1872 1.7664 0.4576 0.501
C -3.6885 3.1071 -0.0633 -0.830
O -3.2540 1.2360 1.3925 -0.477
H -3.4397 0.5984 -1.1931 0.045
H -4.7352 -0.1825 -0.2972 0.304
H -5.1163 1.1463 -1.4071 0.424
H -5.1269 1.9081 0.9944 0.213
H -2.7226 2.9918 -0.5645 -0.003
H -3.5383 3.8068 0.7614 0.347
H -4.3983 3.5460 -0.7693 0.277
H -2.4128 1.0997 0.9342 0.229
C 6.1308 0.2574 -4.0534 -1.273
C 6.5688 0.4623 -2.6106 0.412
C 8.0551 0.1847 -2.4383 -1.365
O 5.8172 -0.3919 -1.7522 -0.445
H 6.3012 -0.7774 -4.3641 0.353
H 5.0629 0.4528 -4.1597 0.263
H 6.6758 0.9176 -4.7312 0.383
H 6.3491 1.4859 -2.3035 0.258
H 8.2856 -0.8525 -2.6983 0.337
H 8.3526 0.3289 -1.3988 0.336
H 8.6571 0.8425 -3.0683 0.400
H 5.9973 -1.3049 -2.0083 0.282
C -0.4146 1.0421 -3.6126 -1.539
C 0.0109 1.2473 -2.1671 1.037
C 1.4893 0.9633 -1.9842 -1.403
O -0.7467 0.3919 -1.3113 -0.003
H -0.2439 0.0072 -3.9237 0.276
H -1.4830 1.2384 -3.7288 0.413
H 0.1365 1.7006 -4.2856 0.389
H -0.2093 2.2688 -1.8641 -0.157
H 1.7200 -0.0751 -2.2418 0.356
H 1.7744 1.1049 -0.9417 0.143
H 2.0990 1.6209 -2.6075 0.466
H -0.5681 -0.5253 -1.5548 0.001
C -9.2567 5.2892 -0.4763 -1.296
C -8.0175 4.7743 0.2415 0.380
C -6.8275 5.6951 0.0201 -1.120
O -7.7050 3.4616 -0.2205 -0.517
H -9.0848 5.3364 -1.5555 0.345
H -10.0995 4.6159 -0.3144 0.317
H -9.5333 6.2852 -0.1251 0.369
H -8.2219 4.6902 1.3096 0.274
H -6.5773 5.7562 -1.0432 0.316
H -5.9461 5.3096 0.5338 0.195
H -7.0322 6.7029 0.3865 0.407
H -7.5202 3.5159 -1.1656 0.339
C 0.9905 -1.8777 -8.0695 -1.406
C 0.1433 -1.0274 -7.1350 0.559
C -1.2559 -0.8182 -7.6930 -1.259
O 0.7733 0.2358 -6.9277 -0.510
H 1.1034 -1.3869 -9.0409 0.352
H 1.9921 -2.0134 -7.6597 0.340
H 0.5421 -2.8601 -8.2270 0.372
H 0.0795 -1.5091 -6.1586 0.249
H -1.2135 -0.2940 -8.6526 0.327
H -1.8484 -0.2020 -7.0155 0.302
H -1.7705 -1.7693 -7.8395 0.375
H 0.8406 0.6798 -7.7810 0.323
C -1.1353 6.1481 -3.0683 -1.322
C 0.1111 5.6429 -2.3573 0.465
C 1.2781 6.6022 -2.5369 -1.452
O 0.4632 4.3556 -2.8593 -0.376
H -0.9562 6.2360 -4.1440 0.341
H -1.9605 5.4469 -2.9360 0.301
H -1.4416 7.1237 -2.6864 0.410
H -0.0994 5.5173 -1.2944 0.282
H 1.5330 6.7045 -3.5959 0.355
H 2.1652 6.2234 -2.0279 0.351
H 1.0432 7.5912 -2.1393 0.393
H 0.6539 4.4439 -3.8007 0.274
```